[1]
{"formula": "C7H12OS", "method": "the ωB97M-V functional and the def2-TZVPD basis", "species": ["C", "C", "C", "C", "C", "C", "C", "O", "S", "H", "H", "H", "H", "H", "H", "H", "H", "H", "H", "H", "H"], "xyz": [[0.260, 1.607, -0.021], [-1.995, -0.320, -0.307], [1.410, 0.984, 0.057], [-1.374, -1.126, -1.133], [-3.290, -0.714, 0.464], [2.691, 1.488, -0.538], [1.622, -0.220, 0.994], [-2.198, 2.298, -0.178], [-1.185, 1.179, 0.642], [-1.871, -1.989, -1.559], [-1.606, 2.663, -0.883], [-0.282, -0.920, -1.458], [-3.836, -1.519, -0.010], [-3.270, -1.039, 1.488], [-4.030, 0.163, 0.309], [3.321, 1.325, 0.384], [2.598, 2.484, -0.683], [2.962, 0.940, -1.400], [1.064, -1.049, 0.626], [1.228, 0.226, 1.930], [2.663, -0.560, 0.956]], "forces_ev_per_angstrom": [[-0.9, 0.5, -0.8], [-0.5, -0.3, 3.6], [0.7, -1.3, 0.4], [2.6, 0.7, -1.0], [-1.5, 2.3, -2.4], [-0.3, -2.1, 3.4], [0.0, 1.3, -0.8], [0.7, -0.4, 0.3], [-1.5, -0.1, -2.1], [0.0, 0.0, 0.1], [-0.2, -0.4, 0.6], [-2.0, -0.2, 0.4], [0.3, -0.4, -0.6], [0.8, 0.5, 0.6], [1.1, -1.2, 0.8], [0.5, 0.3, -1.6], [-0.1, 3.1, -1.0], [0.7, -0.6, -0.7], [-0.9, -0.7, 0.2], [0.6, -1.2, 0.0], [-0.2, 0.3, 0.7]], "lowdin_charge": [-0.36, -0.42, -0.48, 0.00, -0.12, -0.06, -0.07, -0.38, 1.03, 0.07, 0.05, 0.10, 0.06, 0.06, 0.10, 0.10, 0.03, 0.07, 0.05, 0.09, 0.07], "e_tot_ha": -747.15079, "gap_ev": 8.4, "e_lumo_ha": 0.0215, "e_homo_ev": -7.83, "relative_energy_kcal_mol": 112.99}

[2]
{"formula": "C7H13BrFIO", "method": "the ωB97M-V functional and the def2-TZVPD basis", "species": ["C", "C", "C", "F", "C", "Br", "I", "H", "H", "H", "H", "H", "H", "H", "C", "C", "C", "O", "H", "H", "H", "H", "H", "H"], "xyz": [[2.601, -3.660, 2.241], [1.612, -3.206, 1.093], [0.634, -2.228, 1.750], [-0.497, -2.976, 1.877], [0.254, -0.921, 1.082], [1.646, 0.388, 1.104], [-0.694, -1.374, -0.811], [1.972, -4.239, 2.969], [3.474, -4.159, 1.913], [2.856, -2.619, 2.739], [2.280, -2.744, 0.322], [1.041, -4.119, 0.631], [0.977, -2.031, 2.729], [-0.455, -0.258, 1.601], [-2.121, 3.692, -1.805], [-0.946, 2.850, -1.744], [0.280, 3.498, -2.325], [-1.057, 1.713, -1.295], [-3.041, 2.942, -1.730], [-2.204, 4.101, -0.831], [-2.226, 4.404, -2.559], [0.137, 4.589, -2.455], [0.494, 3.034, -3.252], [1.123, 3.357, -1.666]], "forces_ev_per_angstrom": [[-2.4, 2.7, 1.0], [1.6, -1.0, -0.7], [0.1, -0.6, -1.3], [-1.7, -0.3, 0.6], [-1.0, 0.6, -0.5], [1.1, 0.0, -0.5], [0.5, 0.0, 0.3], [1.0, 0.3, -0.4], [0.7, -0.6, -0.2], [0.1, -2.3, -0.7], [-0.9, -0.2, 0.3], [1.0, 2.0, 0.8], [0.3, 0.6, 1.2], [-0.3, -1.4, 0.1], [-3.8, -2.9, 1.4], [0.2, -1.5, -0.3], [0.1, 0.7, 1.2], [1.1, 1.5, -0.4], [1.7, 1.6, -0.7], [0.1, 1.2, 1.0], [0.0, 1.1, -1.2], [0.0, -0.7, -0.1], [0.3, -0.4, -1.1], [0.4, -0.2, 0.1]], "lowdin_charge": [-0.10, -0.23, -0.58, -0.05, -1.09, 0.65, 0.89, 0.09, 0.04, 0.10, 0.10, 0.14, 0.10, 0.02, -0.04, -0.52, -0.01, -0.07, 0.14, 0.08, 0.06, 0.09, 0.08, 0.08], "e_tot_ha": -3321.26860, "gap_ev": 9.4, "e_lumo_ha": 0.0153, "e_homo_ev": -9.01, "relative_energy_kcal_mol": 8.25}

no.,F_max (eV/Å)
1,3.96
2,5.01